[1]
The following is a DFT calculation (ωB97M-V with the def2-TZVPD basis set) of a 2-piece molecular cluster, C12H16N2 overall.

Output
Lowest unoccupied orbital energy (hartree): 0.03083
Strongest force on any atom (eV/A): 2.8
SMILES: Cc1c[nH]cn1.CCc1ccccc1

```
! wB97M-V def2-TZVPD RIJCOSX def2/J DEFGRID3
* xyz 0 1
C -3.37158 -0.15847 0.95979
C -1.98908 -0.78938 1.19124
C -1.12322 -0.50714 2.20160
N -0.34231 -1.64540 2.30423
C -0.69875 -2.53144 1.31921
N -1.65233 -1.96744 0.58545
H -3.15728 0.79792 0.47821
H -3.86647 -0.02414 1.90979
H -3.96406 -0.78642 0.30256
H -0.97351 0.32350 2.87001
H 0.47967 -1.66998 2.89443
H -0.28150 -3.45824 0.98446
C 0.09292 2.83721 -2.21973
C -0.03707 1.85188 -1.03978
C 0.96496 0.73592 -0.90719
C 0.48228 -0.53652 -1.05008
C 1.30375 -1.63442 -0.71424
C 2.65412 -1.38891 -0.50636
C 3.10305 -0.06862 -0.15472
C 2.25819 0.97046 -0.37609
H 1.09789 2.71034 -2.67290
H 0.06225 3.87784 -1.94385
H -0.62306 2.71335 -3.04011
H 0.17921 2.42270 -0.10851
H -1.03245 1.48283 -0.80828
H -0.52241 -0.73104 -1.37448
H 1.05056 -2.68031 -0.67796
H 3.32377 -2.23781 -0.46991
H 4.11725 0.08030 0.17882
H 2.46519 2.01143 -0.11561
*
```

[2]
The following is a DFT calculation (ωB97M-V with the def2-TZVPD basis set) of a 2-piece molecular cluster, C12H16N2O overall.

Output
Lowest unoccupied orbital energy (hartree): 0.02937
Strongest force on any atom (eV/A): 5.8
SMILES: Cc1c[nH]c2ccccc12.CCC(N)=O

```
! wB97M-V def2-TZVPD RIJCOSX def2/J DEFGRID3
* xyz 0 1
C 0.15944 3.51374 -1.36721
C -0.60343 2.30229 -1.12732
C -1.94036 2.09534 -0.92027
N -2.33158 0.69402 -0.86295
C -1.15930 0.04726 -1.24159
C -1.04155 -1.29767 -1.67085
C 0.20451 -1.84687 -1.72418
C 1.31999 -0.97085 -1.81105
C 1.21693 0.41749 -1.73963
C -0.04757 0.97334 -1.30120
H -0.35447 4.33289 -1.84045
H 0.96111 3.26953 -2.08574
H 0.52488 4.10331 -0.55180
H -2.83524 2.54485 -0.80941
H -3.10625 0.22294 -0.49553
H -1.94090 -1.84525 -1.89620
H 0.34173 -2.85221 -2.04013
H 2.22014 -1.52411 -1.88408
H 2.00915 1.15533 -1.82615
C 1.87219 -1.02850 2.98511
C 0.68930 -0.46878 2.14574
C -0.53014 -1.34907 2.21435
N -0.60848 -2.53990 1.40313
O -1.37948 -1.27012 3.00326
H 2.68737 -0.44250 2.91994
H 2.03370 -2.05177 2.81277
H 1.66673 -0.94599 4.00329
H 0.37091 0.50825 2.55381
H 1.04581 -0.25129 1.11521
H -1.47235 -2.95504 1.34615
H 0.02720 -2.54068 0.69298
*
```

[3]
The following is a DFT calculation (ωB97M-V with the def2-TZVPD basis set) of a 2-piece molecular cluster, C12H16N2O overall.

Output
Lowest unoccupied orbital energy (hartree): 0.02777
Strongest force on any atom (eV/A): 2.0
SMILES: CCc1c[nH]cn1.Cc1ccc(O)cc1

```
! wB97M-V def2-TZVPD RIJCOSX def2/J DEFGRID3
* xyz 0 1
C -3.51040 -1.33430 0.02321
C -2.68126 -0.22381 -0.60753
C -1.81533 -0.70634 -1.73091
C -1.33545 -0.06946 -2.84316
N -0.38803 -0.91059 -3.37683
C -0.28563 -1.98866 -2.56707
N -1.10730 -1.87224 -1.55827
H -4.24407 -0.93932 0.70518
H -2.87186 -2.11267 0.43199
H -4.04655 -1.86874 -0.76437
H -3.36969 0.51905 -1.03007
H -2.11816 0.36887 0.11506
H -1.69571 0.72109 -3.48579
H 0.13964 -0.77219 -4.22624
H 0.31292 -2.87609 -2.67968
C 0.00938 1.90348 2.76784
C 1.11144 1.29422 1.96955
C 1.72431 2.01301 0.93781
C 2.79540 1.51601 0.21704
C 3.10736 0.17786 0.42756
O 3.97808 -0.36490 -0.48964
C 2.73186 -0.48052 1.58138
C 1.69029 0.08229 2.32037
H 0.03308 1.53390 3.79858
H -1.00086 1.65102 2.44597
H 0.00729 2.98471 2.90956
H 1.21249 2.92977 0.65204
H 3.19894 2.07120 -0.62188
H 4.16146 -1.28297 -0.22865
H 3.02404 -1.50208 1.77084
H 1.23231 -0.46158 3.13613
*
```

[4]
The following is a DFT calculation (ωB97M-V with the def2-TZVPD basis set) of the molecule C12H16N2O3.

Output
Lowest unoccupied orbital energy (hartree): 0.01333
Strongest force on any atom (eV/A): 2.1
SMILES: C[C@H](NC(=O)[C@@H](N)Cc1ccccc1)C(=O)O

```
! wB97M-V def2-TZVPD RIJCOSX def2/J DEFGRID3
* xyz 0 1
C 0.73857 -2.80077 3.23488
C -0.42447 -1.96553 2.64935
N 0.03994 -1.27347 1.45854
C 0.18020 -1.69175 0.19213
O -0.13548 -2.80318 -0.16410
C 0.64666 -0.58933 -0.73974
N 1.21960 -1.18495 -1.96253
C -0.62366 0.18287 -1.05730
C -0.39139 1.50160 -1.76898
C -0.51478 2.72234 -1.15634
C -0.24229 3.94003 -1.83609
C 0.04986 3.91621 -3.20910
C 0.17335 2.68326 -3.85554
C -0.07582 1.49409 -3.17166
C -0.81933 -0.88017 3.69463
O -0.45284 0.24436 3.59909
O -1.50979 -1.33837 4.74159
H 1.52172 -2.09856 3.45059
H 0.43162 -3.34394 4.15907
H 1.09338 -3.57834 2.49697
H -1.20003 -2.70582 2.47583
H 0.27194 -0.34553 1.64344
H 1.29698 0.06065 -0.17843
H 2.21118 -1.40385 -1.78240
H 0.71017 -2.04628 -2.06148
H -1.25110 -0.47545 -1.68449
H -1.21496 0.36579 -0.12463
H -0.68284 2.75628 -0.06494
H -0.31441 4.89733 -1.30611
H 0.38988 4.82514 -3.73403
H 0.42886 2.75866 -4.91007
H 0.04658 0.47772 -3.59324
H -1.59732 -2.30103 4.56510
*
```

[5]
The following is a DFT calculation (ωB97M-V with the def2-TZVPD basis set) of the molecule C12H16N2S.

Output
Lowest unoccupied orbital energy (hartree): 0.03210
Strongest force on any atom (eV/A): 3.6
SMILES: CC[C@@]1(C)SC=CN1c1ccccc1N

```
! wB97M-V def2-TZVPD RIJCOSX def2/J DEFGRID3
* xyz 0 1
C 0.53530 -3.01425 -0.72569
C 1.13062 -2.11393 0.38086
C 1.57517 -0.71765 -0.03913
C 1.90090 0.11497 1.19917
S 2.98120 -0.66916 -1.15058
C 2.15655 0.50469 -2.29640
C 0.88732 0.77534 -1.88180
N 0.36688 0.10431 -0.83595
C -0.80759 0.40220 -0.07177
C -1.69895 -0.56577 0.22713
C -2.92269 -0.29386 0.84781
C -3.29000 1.03907 1.01747
C -2.34298 2.07739 0.84662
C -1.05319 1.75673 0.31455
N -0.07542 2.76500 0.27745
H 1.12293 -3.89142 -0.69346
H 0.57740 -2.40585 -1.65152
H -0.56664 -3.22166 -0.50468
H 2.03349 -2.59539 0.72395
H 0.42572 -2.13434 1.18073
H 2.10385 -0.45808 2.08016
H 0.99313 0.75352 1.42261
H 2.62130 0.88392 1.11540
H 2.85570 1.03787 -2.94964
H 0.29430 1.56917 -2.39873
H -1.63038 -1.58010 -0.21250
H -3.63804 -1.04255 1.12352
H -4.22398 1.31889 1.54597
H -2.72184 3.13659 1.03680
H -0.29356 3.71519 0.39079
H 0.70353 2.74918 -0.31914
*
```

[6]
The following is a DFT calculation (ωB97M-V with the def2-TZVPD basis set) of an isolated ion of composition C12H16N3 and charge +1.

Output
Lowest unoccupied orbital energy (hartree): -0.10311
Strongest force on any atom (eV/A): 4.7
SMILES: C1=N[C@H]2[C@H](c3ccccc3)[NH2+]CCN2C1

```
! wB97M-V def2-TZVPD RIJCOSX def2/J DEFGRID3
* xyz 1 1
C -1.92325 2.09085 -1.11096
N -0.73124 1.66575 -1.10907
C -0.72219 0.28012 -0.88256
C 0.03473 0.17251 0.72860
C 1.48553 0.10773 0.36152
C 2.07375 1.28455 -0.03054
C 3.38175 1.23886 -0.54449
C 4.09528 0.01932 -0.51968
C 3.44172 -1.15703 -0.32858
C 2.08007 -1.13596 0.16512
N -0.36870 -1.05966 1.45470
C -1.90111 -1.08672 1.47308
C -2.43043 -1.27290 -0.00986
N -2.10368 -0.20220 -0.82963
C -2.95486 1.06064 -0.78055
H -2.17134 3.12746 -1.27438
H -0.10540 -0.20525 -1.58036
H 0.12706 1.14325 1.35564
H 1.46463 2.15992 -0.01980
H 3.82019 2.11854 -0.89672
H 5.08686 0.09241 -0.94228
H 3.83800 -2.03821 -0.72524
H 1.76422 -2.07175 0.55431
H 0.14765 -1.15873 2.29504
H -0.06480 -1.79497 0.76784
H -2.25830 -0.17425 1.97625
H -2.47239 -1.84512 2.15166
H -1.98052 -2.18215 -0.49175
H -3.52581 -1.46742 0.06910
H -3.42387 1.25110 0.20247
H -3.70355 1.03928 -1.47888
*
```

For reference, HOMO-LUMO gap by record: 9.241 8.995 9.041 9.295 7.929 9.362 eV.